(1)
Computed, not measured: 12 unconnected molecules or ions with the total composition C40H53N10O5P, with wB97M-V/def2-TZVPD.

Its HOMO energy is -0.12511 hartree. As for the HOMO-LUMO gap: 7.76 eV. The charge is -2. The electronic energy is -2820.83210 hartree. As for the energy above the lowest of the compared OMol25 structures with the same formula, charge and spin: 0.0 kcal/mol.

```
109
Properties=species:S:1:pos:R:3:forces:R:3
O -0.298435 2.370300 -2.416201 -2.643 2.849 0.868
H -0.874575 1.726319 -2.845452 -0.275 -0.599 -1.340
H 0.524124 1.912177 -2.271479 1.355 -0.976 0.935
H -0.850614 2.314702 -1.465161 1.930 -0.526 -0.068
P -0.058523 0.119162 -0.314129 -5.191 2.028 -3.872
O -0.800516 -0.731951 -1.373472 0.571 0.391 2.353
O -0.902599 1.490940 -0.168455 -0.977 -1.508 0.461
O 0.997677 0.751516 -1.060249 5.214 1.906 -3.238
O 0.473513 -0.469025 0.874662 -0.226 -1.598 3.381
N -0.545390 -0.209250 3.368751 2.027 -1.940 -3.473
C 0.068688 -0.484637 4.534002 0.577 1.371 2.686
C -0.778320 0.084835 5.490396 -0.167 0.441 1.092
C -1.885023 0.691053 4.792521 -2.964 1.722 6.487
C -1.732607 0.503572 3.540996 2.510 -2.534 -6.692
H -0.165130 -0.646733 2.400430 -1.615 2.097 3.089
H 1.174085 -0.711000 4.745085 -2.010 -0.204 -1.000
H -0.684903 0.208695 6.594812 0.335 -0.397 -1.163
H -2.818940 1.207809 5.268775 2.098 -1.003 -0.862
H -2.135813 0.596172 2.539396 -1.166 0.866 0.715
N -0.867450 -3.184453 -2.094855 1.226 0.559 0.448
C -1.023951 -4.336700 -1.254727 0.226 5.708 -1.592
C -1.171453 -5.336730 -2.067912 -0.037 -0.785 -4.357
C -1.036059 -4.835373 -3.531021 1.232 2.252 5.641
C -0.697061 -3.469291 -3.436766 -2.483 -3.659 2.622
H -0.874350 -2.193943 -1.796114 0.581 -1.165 0.227
H -1.018098 -4.145346 -0.208338 -0.214 -0.377 0.513
H -1.372006 -6.234326 -1.585848 -0.300 -2.177 -0.311
H -1.207031 -5.308081 -4.384016 -0.414 -2.400 -3.375
H -0.570474 -2.736056 -4.189489 0.096 0.613 -0.402
N 0.663534 -2.908468 1.624485 -2.849 3.524 -0.189
C 1.258089 -3.763889 0.738874 0.952 -0.676 0.331
C 1.148117 -5.028972 1.355278 -1.564 0.964 1.319
C 0.240154 -4.814628 2.563102 2.458 -3.546 -2.596
C -0.127658 -3.550279 2.643468 2.113 1.604 -1.766
H 0.512590 -1.801298 1.364690 0.600 -3.787 0.326
H 1.718155 -3.327078 -0.277788 -0.893 -1.306 2.742
H 1.475186 -6.053468 1.144387 0.068 0.798 -0.480
H 0.061976 -5.705975 3.134391 -0.632 0.159 0.533
H -0.790287 -3.064214 3.329444 0.128 0.544 0.045
N -3.122586 -1.500583 -0.611922 -0.169 -0.543 0.700
C -4.002656 -2.217213 -1.486429 0.671 0.413 1.070
C -5.104948 -2.583991 -0.724633 2.132 2.505 1.912
C -4.911965 -1.950104 0.664307 -2.306 -2.192 -1.314
C -3.679089 -1.432833 0.717303 1.503 0.239 -2.405
H -2.074944 -1.244919 -0.804275 -2.358 -0.394 -0.007
H -3.773994 -2.417454 -2.608646 -0.153 0.337 2.468
H -5.782106 -3.342308 -0.965063 -1.333 -0.512 -0.472
H -5.702846 -1.943737 1.461936 1.174 -0.230 -0.837
H -3.088662 -1.065230 1.573138 -0.510 0.045 -0.827
N 2.820268 -0.846345 -1.752934 -3.489 0.278 1.515
C 2.585784 -2.107803 -2.254282 -3.633 0.012 -1.000
C 3.721758 -2.792047 -2.307705 4.432 1.611 1.362
C 4.774951 -1.848888 -1.648205 1.849 -3.419 -1.500
C 4.084095 -0.801216 -1.294811 0.733 4.729 1.785
H 1.910995 -0.243559 -1.355772 2.799 -0.934 -1.155
H 1.469221 -2.461733 -2.506987 2.902 1.009 0.420
H 4.073730 -3.646057 -2.796190 -0.339 -1.436 -0.479
H 5.935946 -1.790861 -1.512069 -2.419 -1.005 -0.408
H 4.555321 0.101606 -0.726420 -1.432 -1.539 -1.235
N -3.124782 2.150524 0.733332 -3.014 0.606 0.696
C -4.468226 1.773706 0.309809 2.516 1.876 2.255
C -5.473715 2.353837 1.017244 8.968 3.088 3.493
C -4.689717 3.303475 2.026965 0.463 -1.184 -1.263
C -3.287389 3.054983 1.811069 -4.005 -0.244 -1.747
H -2.175248 1.845094 0.262860 -1.850 0.153 1.090
H -4.620062 1.116697 -0.460066 0.086 -1.695 -1.791
H -6.394268 2.281498 0.754749 -5.948 -0.335 -1.057
H -5.076255 4.134743 2.727781 0.540 -1.785 -1.223
H -2.518989 3.665428 2.228952 0.719 -0.195 0.145
N 2.914774 2.442226 -1.407435 -2.233 -2.143 3.931
C 3.388053 3.228955 -0.326889 -4.191 -2.806 -1.287
C 4.266130 3.980686 -0.902392 4.769 4.585 -0.270
C 4.584399 3.581761 -2.277184 -4.252 -1.039 4.944
C 3.725956 2.552216 -2.437926 -1.821 -2.422 -5.017
H 2.080286 1.747909 -1.149419 2.397 1.205 -1.102
H 2.805887 3.106930 0.576766 0.456 0.682 0.180
H 4.695551 4.871830 -0.377784 0.048 -0.989 -0.595
H 5.375686 3.875006 -2.744186 4.339 1.729 -3.194
H 3.409873 1.865397 -3.398570 1.326 1.843 2.442
N -1.432451 0.316260 -3.575089 3.977 -2.561 0.903
C -0.415440 0.387632 -4.525975 -5.157 2.105 -0.900
C -1.038030 1.128462 -5.512592 0.932 0.400 -2.776
C -2.422430 1.389711 -5.132718 -1.458 2.486 -0.954
C -2.571190 0.836026 -3.863475 -3.404 2.324 -1.035
H -1.276528 -0.107661 -2.696531 0.381 -1.210 1.559
H 0.576117 0.197483 -4.404307 2.353 -1.074 0.679
H -0.427111 1.373634 -6.504640 -1.890 -0.230 2.252
H -3.236171 2.191702 -5.557921 2.406 -2.463 0.689
H -3.375738 0.916636 -3.046448 1.229 -0.309 -1.706
N 0.081164 3.413181 1.134904 -2.647 -3.991 -4.737
C 0.437072 3.297669 2.376294 0.206 2.028 3.288
C 0.813946 4.622400 2.745344 0.779 -0.377 -1.125
C 0.758460 5.400582 1.524832 -1.087 -1.252 0.978
C 0.179919 4.669137 0.504648 0.568 -2.753 1.891
H -0.355915 2.350943 0.664614 0.954 3.124 0.292
H 0.183684 2.380571 3.024800 0.685 1.521 -1.301
H 1.264232 4.967441 3.664262 -0.164 -0.029 0.080
H 0.934908 6.406096 1.469011 0.700 2.435 -0.033
H -0.110010 4.737177 -0.564916 0.488 0.346 1.150
N 2.686420 0.056119 2.137230 -2.327 -1.850 -0.952
C 3.161373 1.044581 2.920429 1.214 0.085 -0.919
C 4.394659 0.519786 3.313952 -0.042 1.636 1.480
C 4.521632 -0.842740 2.932803 2.745 0.445 0.135
C 3.483504 -1.109610 2.122043 -0.812 4.099 1.651
H 1.710081 0.068827 1.789086 1.433 -0.082 0.108
H 2.639586 2.078099 2.908308 1.254 -2.033 0.297
H 5.070043 1.153966 3.851362 0.575 -0.184 0.358
H 5.424059 -1.520162 3.060606 -1.406 1.054 0.078
H 3.205319 -2.047667 1.905599 -1.526 -2.822 -1.689
```
Positions in Å, forces in eV/Å.

Atomic partial charges in e from the Mulliken method, atoms 1 to 8: atom 1 (O): -0.635, atom 2 (H): 0.036, atom 3 (H): 0.469, atom 4 (H): 0.806, atom 5 (P): -1.510, atom 6 (O): -0.452, atom 7 (O): -0.606, atom 8 (O): 0.525



(2)
Computed, not measured: a molecular structure, C40H54BrGe2N4O4STm, with wB97M-V/def2-TZVPD.

Its HOMO energy (alpha / beta) is -0.33243 / -0.37536 hartree. As for the HOMO-LUMO gap (alpha / beta): 7.12 / 6.86 eV. The charge is +1. The expectation value of S² is 3.76. The multiplicity is 4. The electronic energy is -10287.69362 hartree. As for the energy above the lowest of the compared OMol25 structures with the same formula, charge and spin: 0.0 kcal/mol.

```
107
Properties=species:S:1:pos:R:3:forces:R:3
Tm 8.722600 13.727064 14.113516 0.319 -0.473 0.522
N 9.793030 15.671270 12.971835 -0.329 -0.575 -1.091
C 9.653367 15.834341 11.501197 -1.909 -0.285 -0.414
C 9.408226 14.478943 10.783818 0.143 1.297 1.274
N 8.338975 13.719435 11.484591 1.844 -0.835 0.066
C 8.548801 12.255421 11.145857 -1.436 0.996 0.489
C 9.873088 11.732950 11.672003 0.840 -0.879 0.389
N 10.432931 12.445271 12.857217 0.422 0.477 -0.075
C 7.013695 14.258680 11.195026 0.048 0.587 -0.453
C 5.948213 13.719726 12.150115 -0.566 0.647 -1.447
N 6.372191 13.970175 13.513533 -0.396 0.416 1.312
H 10.750143 15.619217 13.247238 0.983 0.035 0.287
H 9.395172 16.473262 13.412457 -0.115 0.650 0.550
H 8.705599 16.395759 11.367621 0.642 0.012 0.065
H 10.410794 16.404879 10.965056 0.382 -0.042 0.406
H 9.120955 14.704714 9.762466 0.002 -0.124 -0.419
H 10.374525 13.972171 10.785543 -0.339 -0.452 -0.111
H 7.744324 11.726265 11.683676 0.122 0.014 -0.536
H 8.467276 12.113135 10.039465 -0.023 -0.109 0.786
H 9.766912 10.669447 11.938566 -0.195 0.368 -0.017
H 10.613369 11.723301 10.892068 0.349 0.153 -0.402
H 10.865697 11.804355 13.538672 -0.518 0.019 -0.456
H 11.233723 13.014407 12.547949 -0.414 -0.155 0.048
H 7.037807 15.378727 11.339708 0.117 -1.120 -0.138
H 6.769088 14.099549 10.119215 -0.200 -0.031 0.593
H 5.043918 14.298511 11.874777 0.125 -0.508 0.318
H 5.739578 12.668511 11.949830 0.090 0.005 0.348
H 6.199865 14.951441 13.779523 0.170 -0.360 -0.276
H 5.812145 13.467843 14.219999 0.353 -0.041 -0.598
C 15.061584 17.196728 13.959357 -0.578 -0.361 0.011
Ge 15.232042 15.342572 13.350615 1.012 -0.457 0.246
C 17.115520 14.793973 13.168474 -0.035 2.132 -0.299
C 14.841623 14.165503 14.851639 -2.019 0.374 0.106
Ge 13.716301 15.040552 11.557602 -0.438 -0.727 -0.374
C 13.470617 13.257743 10.756815 0.353 0.770 0.853
C 13.856599 12.160069 11.508090 0.147 -0.719 0.768
C 13.554859 10.868378 11.089519 0.793 0.710 0.294
C 13.029874 10.650141 9.852834 -1.055 -0.158 -1.739
C 12.602674 11.734792 9.059028 0.225 0.016 0.751
C 12.803558 13.031742 9.569333 -0.721 -1.422 -0.839
C 13.405717 16.429332 10.280281 -0.216 0.383 -0.540
C 13.189473 17.746316 10.686511 0.407 -0.292 1.250
C 12.818911 18.752948 9.857418 -0.455 0.583 -1.039
C 12.621782 18.480021 8.482918 0.616 0.419 1.532
C 12.879373 17.224994 8.032689 -0.235 -1.393 -0.665
C 13.243895 16.201708 8.928931 0.001 -0.075 -0.951
H 15.855735 17.314963 14.659884 0.606 0.209 0.756
H 14.113921 17.340804 14.479484 -0.015 -0.105 0.085
H 15.151894 18.000840 13.250888 0.115 0.051 -0.612
H 17.639486 15.102776 14.062869 -0.127 -0.055 0.637
H 17.638314 15.358663 12.411708 0.124 -0.115 -0.634
H 17.248099 13.760991 13.044129 0.032 -1.412 -0.328
H 15.121799 14.793623 15.678409 0.511 -0.019 0.691
H 15.324473 13.192572 14.895131 0.086 0.138 -0.166
H 13.740298 14.071887 14.987422 0.641 -0.295 -0.147
H 14.391258 12.248970 12.462134 -0.266 0.262 -0.309
H 13.825858 10.040838 11.697233 0.254 -0.594 0.476
H 12.910157 9.625901 9.486928 -0.077 0.365 0.130
H 12.073100 11.558596 8.110051 0.430 0.196 0.492
H 12.369646 13.844313 9.043775 -0.233 0.479 -0.457
H 13.364023 17.997819 11.717942 -0.085 0.050 0.409
H 12.680668 19.728771 10.316099 -0.036 0.021 -0.465
H 12.389915 19.228081 7.777249 -0.444 0.908 -0.476
H 12.721728 17.009221 6.957644 0.320 -0.009 0.793
H 13.424431 15.216279 8.534957 0.141 0.051 -0.214
Br 11.158805 9.248311 14.321455 -0.504 0.260 0.289
C 9.802994 8.959278 15.675668 0.393 -0.629 -0.520
C 9.905166 7.712072 16.293649 1.110 0.462 -1.067
C 9.043774 7.358551 17.275247 -1.183 0.819 0.240
C 8.039253 8.279345 17.626899 -0.348 0.193 -0.094
C 7.868963 9.495002 16.978569 1.105 -0.468 -1.084
C 8.767274 9.823464 15.930342 0.029 0.977 0.615
C 8.691724 11.195596 15.280809 -0.183 -1.042 0.318
O 7.708382 11.505706 14.580854 -1.027 0.456 -0.884
O 9.609394 12.020292 15.456142 0.896 0.589 0.443
H 10.698343 7.062141 15.940361 -0.130 -0.101 0.239
H 9.115406 6.376207 17.686335 -0.111 -0.325 0.517
H 7.315064 8.058388 18.381252 -0.166 -0.373 0.475
H 7.076156 10.198089 17.197459 -0.046 -0.193 0.209
C 10.237545 20.709327 22.918383 0.525 0.431 -1.750
C 9.888209 19.546761 21.979710 0.504 -0.487 0.755
O 10.683815 18.796651 21.478486 0.142 0.555 -0.097
S 8.148507 19.283706 21.808601 -0.732 0.092 -0.197
C 8.089708 18.223509 20.383468 -0.163 0.163 -0.357
C 8.304233 18.788757 19.116629 0.279 1.093 0.690
C 8.199763 18.015667 18.006804 0.004 -1.483 -0.730
C 7.866974 16.626694 18.074501 0.531 1.814 0.472
C 7.594803 16.100744 19.307086 -0.220 0.131 1.132
C 7.703496 16.903666 20.451753 -0.149 -0.173 -0.111
C 7.909112 15.900445 16.873298 -0.279 -1.540 -2.514
C 7.927280 15.326304 15.770618 0.397 0.397 1.247
H 11.211780 21.119826 22.517029 -1.002 -0.391 0.792
H 10.309927 20.390578 23.945702 0.227 -0.249 0.250
H 9.457369 21.475904 22.845730 0.239 -0.092 0.076
H 8.554582 19.862604 19.059260 -0.119 -0.721 -0.101
H 8.409551 18.345495 17.006449 0.045 0.616 -0.123
H 7.266125 15.087388 19.449753 0.042 -0.317 -0.192
H 7.433109 16.481415 21.398965 0.069 -0.179 0.389
C 12.425463 14.497932 17.613334 0.702 0.228 -0.673
C 11.526487 13.716266 16.710836 -0.509 -0.273 -0.322
O 10.893160 14.584110 15.735391 -0.901 0.398 0.337
H 12.932937 13.839584 18.295411 0.184 -0.279 0.435
H 11.895929 15.248534 18.157846 -0.552 0.413 0.574
H 13.187119 15.036418 17.042942 -0.018 -0.163 -0.039
H 10.697607 13.261106 17.260764 0.379 -0.294 0.078
H 12.058466 12.935639 16.153546 -0.165 0.186 0.156
H 10.239216 15.075330 16.295809 0.416 -0.097 -0.916
```
Positions in Å, forces in eV/Å.

Atomic partial charges in e from the Mulliken method, atoms 1 to 8: atom 1 (Tm): 1.162, atom 2 (N): -0.216, atom 3 (C): -1.122, atom 4 (C): 0.208, atom 5 (N): 1.155, atom 6 (C): -0.766, atom 7 (C): -0.119, atom 8 (N): 0.683